1.
C4H6NO2 | wB97M-V/def2-TZVPD

energy above the lowest of the compared OMol25 structures with the same formula, charge and spin: 140.52 kcal/mol
Kohn-Sham gap: 6.896 eV
charge: -1
E_HOMO: -2.5 eV

Positions of all 13 atoms, in Å:
C (-0.462, -0.565, -1.054)
C (0.088, -0.837, -2.232)
C (0.384, 0.445, -0.313)
C (0.521, 0.194, 1.148)
N (1.608, 0.593, -0.989)
O (2.115, 1.734, -1.043)
O (1.182, -0.216, -2.568)
H (-1.257, -1.180, -0.662)
H (-0.456, -1.668, -2.844)
H (-0.322, 1.830, -0.556)
H (0.242, -0.768, 1.367)
H (-0.142, 0.859, 1.613)
H (1.488, 0.380, 1.480)

Atom charges from the natural (NBO) analysis, given in e for atoms 1 to 4:
1 C -0.460
2 C 0.197
3 C 0.020
4 C -0.636

2.
C4H12O2 | wB97M-V/def2-TZVPD

energy above the lowest of the compared OMol25 structures with the same formula, charge and spin: 28.24 kcal/mol
Kohn-Sham gap: 11.242 eV
charge: 0
E_HOMO: -10.4 eV
SMILES string: CCO.CCO

Positions of all 18 atoms, in Å:
C (3.322, 1.107, 1.573)
C (4.360, 2.164, 1.237)
O (5.156, 1.957, 0.044)
H (2.280, 1.332, 1.334)
H (3.516, 0.061, 1.266)
H (3.293, 0.937, 2.665)
H (5.060, 2.232, 2.062)
H (3.779, 3.089, 1.262)
H (4.467, 1.502, -0.465)
C (-3.444, -1.749, -2.058)
C (-4.000, -1.722, -0.634)
O (-5.289, -1.141, -0.723)
H (-3.378, -0.802, -2.592)
H (-2.424, -2.148, -1.992)
H (-3.912, -2.382, -2.823)
H (-3.316, -1.024, -0.099)
H (-3.953, -2.701, -0.155)
H (-5.517, -0.712, 0.097)

Atom charges from the natural (NBO) analysis, given in e for atoms 1 to 4:
1 C -0.670
2 C -0.081
3 O -0.695
4 H 0.209

Copy entry 1 word for word.
C4H6NO2 | wB97M-V/def2-TZVPD

energy above the lowest of the compared OMol25 structures with the same formula, charge and spin: 140.52 kcal/mol
Kohn-Sham gap: 6.896 eV
charge: -1
E_HOMO: -2.5 eV

Positions of all 13 atoms, in Å:
C (-0.462, -0.565, -1.054)
C (0.088, -0.837, -2.232)
C (0.384, 0.445, -0.313)
C (0.521, 0.194, 1.148)
N (1.608, 0.593, -0.989)
O (2.115, 1.734, -1.043)
O (1.182, -0.216, -2.568)
H (-1.257, -1.180, -0.662)
H (-0.456, -1.668, -2.844)
H (-0.322, 1.830, -0.556)
H (0.242, -0.768, 1.367)
H (-0.142, 0.859, 1.613)
H (1.488, 0.380, 1.480)

Atom charges from the natural (NBO) analysis, given in e for atoms 1 to 4:
1 C -0.460
2 C 0.197
3 C 0.020
4 C -0.636